The following is a DFT calculation (the ωB97M-V functional and the def2-TZVPD basis) of a 11-piece molecular cluster, C13H48N14O11 overall.

## Properties
Charge   0
Structure (SMILES)   NC(N)=O.NC(N)=O.NC(N)=O.NC(N)=O.NC(N)=O.NC(N)=O.NC(N)=O.CCO.CCO.CO.CO

Atoms and positions in Å:
C: -4.6649 2.4806 -2.7125
C: -3.1593 2.4982 -2.7413
O: -2.6577 1.5577 -1.8179
H: -5.1220 3.3409 -3.2699
H: -5.0143 2.6164 -1.6770
H: -5.0743 1.4971 -3.1714
H: -2.6270 3.4353 -2.3323
H: -2.7892 2.3445 -3.7892
H: -1.7372 1.6983 -1.9710
C: -2.1949 -1.7862 2.5176
C: -1.8023 -3.3031 2.5371
O: -0.9291 -3.5663 1.4400
H: -2.7411 -1.4253 1.5923
H: -1.4157 -1.1367 2.6009
H: -2.8154 -1.5854 3.3227
H: -2.7035 -3.8504 2.4796
H: -1.4179 -3.5976 3.5177
H: -1.3684 -3.2444 0.6655
C: 2.7381 -2.5254 2.7170
O: 3.9212 -2.5756 3.4613
N: 1.5237 -3.0147 3.0216
N: 2.7150 -2.0491 1.5443
H: 1.4070 -3.4393 3.9920
H: 0.6896 -3.0910 2.3720
H: 3.6323 -1.6099 1.2211
H: 1.9033 -1.8094 0.9765
C: 1.5840 2.1287 2.2772
O: 2.6268 1.2436 1.9629
N: 0.5421 1.8174 2.9767
N: 1.6877 3.3954 1.9817
H: 0.5373 0.8905 3.3696
H: -0.2327 2.4670 2.9995
H: 2.5068 3.8138 1.5627
H: 0.9823 4.1262 2.2902
C: 5.2617 -0.1225 -0.3157
O: 5.8840 -0.5812 -1.3834
N: 4.0711 -0.3775 -0.0073
N: 5.9083 0.5758 0.6210
H: 3.5411 -0.8582 -0.7260
H: 3.5673 0.1768 0.7275
H: 6.8919 0.5926 0.5445
H: 5.5464 1.3024 1.3850
C: -4.3632 1.2391 1.1739
O: -5.4481 1.2734 0.3708
N: -4.5491 1.3334 2.4336
N: -3.0881 1.0995 0.8687
H: -5.5722 1.3754 2.7392
H: -3.8491 1.3007 3.1493
H: -2.9259 0.8983 -0.1224
H: -2.2752 1.0252 1.5791
C: 2.2045 -2.0331 -2.7181
O: 2.9522 -0.8525 -2.5890
N: 0.9429 -2.1849 -2.6435
N: 2.8235 -3.1464 -2.5924
H: 0.2534 -1.4663 -3.0301
H: 0.4958 -3.1828 -2.3990
H: 3.8355 -2.9723 -2.6050
H: 2.4876 -4.0540 -2.8661
C: -0.9939 3.7918 -0.0212
O: -0.3837 2.7289 -0.6832
N: -0.5888 5.0259 0.1124
N: -2.0978 3.5510 0.6690
H: 0.3148 5.2861 -0.3250
H: -1.1790 5.9455 0.0571
H: -2.3758 2.4961 0.6860
H: -2.7609 4.2758 0.8125
C: -1.4557 -3.8229 -2.0990
O: -1.6907 -3.1949 -0.9815
N: -2.3581 -3.7203 -3.0213
N: -0.3209 -4.4469 -2.2789
H: -3.1974 -3.3315 -2.6281
H: -2.3966 -4.4933 -3.7950
H: 0.1546 -4.7521 -1.4049
H: -0.0975 -5.0796 -3.0767
C: 0.0292 -0.2014 -0.0021
O: 0.6762 -1.4401 -0.1330
H: -0.7978 -0.3072 -0.6858
H: 0.6668 0.6418 -0.1604
H: -0.4279 0.0107 0.8894
H: 0.7400 -1.6883 -1.0872
C: 2.5572 2.3907 -1.3654
O: 3.7612 2.8773 -1.9120
H: 2.2574 2.7445 -0.4048
H: 2.6101 1.3710 -1.2575
H: 1.7161 2.7212 -1.9797
H: 4.5121 2.5175 -1.4356

---

The following is a DFT calculation (the ωB97M-V functional and the def2-TZVPD basis) of C13H4Br2N3OPdS2 as an isolated structure.

## Properties
Charge   -1

Atoms and positions in Å:
Pd: -0.2426 0.2400 0.1739
Br: 0.6705 -0.3988 5.3380
C: 1.8976 -0.2704 3.9079
C: 3.2618 -0.1855 4.1946
C: 4.1858 -0.0817 3.1901
Br: 6.0342 -0.0143 3.6426
C: 3.7753 -0.0333 1.8416
C: 4.6415 0.1094 0.7334
C: 4.1329 0.1635 -0.5317
C: 2.7446 0.0730 -0.7154
N: 1.9174 -0.0696 0.2892
C: 2.3906 -0.1198 1.5649
C: 1.3847 -0.2639 2.6016
O: 0.1576 -0.3551 2.3034
H: 3.5869 -0.2020 5.2259
H: 5.7078 0.1762 0.9028
H: 4.7805 0.2736 -1.3909
H: 2.3049 0.1196 -1.7033
S: -2.4450 0.1776 -0.4374
C: -2.7836 1.8447 -0.8067
C: -4.1655 2.1861 -1.0533
N: -5.2747 2.4301 -1.2371
C: -1.8191 2.7705 -0.9131
S: -0.1405 2.4160 -0.6128
C: -2.1224 4.1210 -1.3206
N: -2.3314 5.2002 -1.6607

---

The following is a DFT calculation (the ωB97M-V functional and the def2-TZVPD basis) of a 12-piece molecular cluster, C13H50N12O12 overall.

## Properties
Charge   0
Structure (SMILES)   NC(N)=O.NC(N)=O.NC(N)=O.NC(N)=O.NC(N)=O.NC(N)=O.CCO.CO.CO.CO.CO.CO

Atoms and positions in Å:
C: -20.1330 -2.2210 -2.2300
C: -19.4300 -3.6080 -2.2480
O: -20.1700 -4.5790 -1.5710
H: -20.4150 -1.8890 -1.2900
H: -21.0170 -2.3320 -2.7650
H: -19.5720 -1.4340 -2.6360
H: -18.5750 -3.3860 -1.7140
H: -19.1370 -3.8540 -3.2520
H: -19.5620 -5.3250 -1.5340
C: -23.5210 -7.6190 1.5980
O: -23.7370 -8.3400 0.4450
N: -23.8390 -6.3370 1.6890
N: -22.8940 -8.1300 2.6020
H: -24.1670 -5.8670 0.8800
H: -23.8950 -5.7370 2.4810
H: -22.7360 -9.1390 2.5830
H: -22.9540 -7.6600 3.5520
C: -20.3430 1.2750 -0.0910
O: -20.0840 1.6770 -1.4190
N: -19.6980 1.6020 1.0210
N: -21.3230 0.5700 0.2950
H: -18.8000 2.0050 0.8410
H: -19.8910 1.0670 1.9530
H: -21.9430 0.3250 -0.4670
H: -21.5110 0.0840 1.1700
C: -20.2170 -5.9650 1.7660
O: -18.9960 -5.4030 1.6530
N: -20.4740 -7.0340 2.5480
N: -21.2790 -5.6580 1.0020
H: -19.8280 -7.4180 3.2150
H: -21.3420 -7.5450 2.5590
H: -21.2600 -4.9800 0.2960
H: -22.1810 -6.0140 1.2430
C: -23.8620 -4.0120 -0.9310
O: -24.9480 -4.6690 -0.3530
N: -22.8780 -4.6770 -1.3970
N: -23.5410 -2.7260 -0.7150
H: -23.1720 -5.6900 -1.6070
H: -21.9960 -4.3240 -1.7140
H: -24.0710 -2.1540 -0.0150
H: -22.6520 -2.3040 -0.8920
C: -22.5140 0.2330 -3.1200
O: -22.6610 -0.4310 -1.9150
N: -23.3260 0.0700 -4.1240
N: -21.5490 0.9870 -3.4850
H: -24.0690 -0.5920 -3.8970
H: -23.2750 0.6060 -4.9920
H: -20.9870 1.2510 -2.7010
H: -21.4900 1.5240 -4.3380
C: -20.8630 -9.1590 -0.3110
O: -21.1590 -10.2300 -1.1880
N: -21.2020 -7.9470 -0.6720
N: -19.9790 -9.0980 0.6750
H: -22.0240 -7.8080 -1.2760
H: -21.1980 -7.1380 0.0260
H: -19.5930 -9.9280 0.9610
H: -20.0590 -8.3330 1.3280
C: -24.7960 -4.9470 -4.6720
O: -24.5760 -3.5770 -4.8690
H: -24.4430 -5.5230 -5.6130
H: -25.8710 -5.1630 -4.6340
H: -24.2670 -5.3540 -3.8360
H: -24.9710 -3.1250 -4.1040
C: -23.5070 -8.4940 -2.7420
O: -23.6720 -7.2820 -2.0780
H: -24.3730 -8.7680 -3.3960
H: -23.4540 -9.2290 -1.9420
H: -22.4870 -8.5030 -3.3160
H: -24.3790 -7.3560 -1.4350
C: -24.9220 0.1130 0.8510
O: -24.4010 -1.1100 1.2850
H: -24.7020 0.8130 1.7060
H: -26.0090 0.0300 0.7230
H: -24.4730 0.4460 -0.1570
H: -23.7140 -0.8490 1.8580
C: -26.2670 -1.3660 -2.2170
O: -25.1680 -2.1070 -2.8190
H: -27.0030 -1.0900 -2.9590
H: -26.0330 -0.3110 -1.9830
H: -26.6630 -1.8990 -1.3780
H: -24.5350 -2.2880 -2.0730
C: -21.3910 -5.4150 -5.0180
O: -21.1130 -6.3870 -6.0150
H: -20.4280 -4.8840 -4.7620
H: -21.6820 -5.8340 -4.0080
H: -22.1570 -4.7170 -5.3680
H: -20.5790 -5.8430 -6.5570

---

The following is a DFT calculation (the ωB97M-V functional and the def2-TZVPD basis) of a 12-piece molecular cluster, C13H50N16O12 overall.

## Properties
Charge   0
Structure (SMILES)   NC(N)=O.NC(N)=O.NC(N)=O.NC(N)=O.NC(N)=O.NC(N)=O.NC(N)=O.NC(N)=O.CCO.CO.CO.CO

Atoms and positions in Å:
C: 1.0264 -4.3641 -1.9215
C: 0.3854 -3.3601 -2.8305
O: 0.3084 -2.0391 -2.3465
H: 1.9924 -4.0301 -1.5015
H: 1.3134 -5.1931 -2.5695
H: 0.3734 -4.7021 -1.1885
H: -0.6366 -3.7371 -3.0385
H: 0.9554 -3.3751 -3.7545
H: -0.1976 -1.5341 -2.9745
C: -0.5326 1.6949 -4.0625
O: 0.6514 2.1309 -4.6285
N: -1.6326 2.0809 -4.6265
N: -0.6036 0.9679 -2.9585
H: -1.5676 2.7609 -5.4065
H: -2.5176 2.0469 -4.1515
H: 0.2864 0.7839 -2.6005
H: -1.4116 0.3489 -2.6575
C: -4.4116 0.6149 1.7295
O: -4.2676 0.3759 0.3455
N: -5.5936 0.7249 2.2615
N: -3.4106 0.6699 2.5755
H: -6.4306 0.7619 1.6825
H: -5.6136 1.0029 3.2165
H: -2.5156 0.7089 2.0935
H: -3.4616 0.8789 3.6025
C: -0.6086 2.7399 2.6655
O: 0.6744 2.8789 2.2555
N: -1.6136 2.6879 1.8465
N: -0.9356 2.6529 3.9365
H: -1.5506 2.7659 0.8105
H: -2.6056 2.8659 2.1405
H: -0.1756 2.7429 4.6705
H: -1.8456 2.5769 4.2555
C: -2.6316 3.0869 -1.1135
O: -3.5676 2.3109 -1.7205
N: -2.8866 4.1859 -0.4845
N: -1.4016 2.7139 -0.9445
H: -3.8586 4.4449 -0.6345
H: -2.2706 4.8039 0.0475
H: -1.1176 2.0729 -1.7035
H: -0.5986 3.3979 -0.7495
C: 3.6444 3.0619 0.7125
O: 2.9714 4.2509 0.4245
N: 4.8734 2.8899 0.2905
N: 2.9784 2.0439 1.2285
H: 5.3754 3.7759 0.1105
H: 5.5694 2.1289 0.3515
H: 2.0874 2.3489 1.5525
H: 3.3494 1.1459 1.5425
C: -0.7606 -3.3991 1.1435
O: 0.5104 -2.9941 0.9985
N: -1.0406 -4.5131 1.7745
N: -1.8106 -2.6441 0.7985
H: -0.2656 -5.2141 1.7625
H: -2.0076 -4.8821 2.0755
H: -1.4476 -1.7661 0.3415
H: -2.7886 -2.8891 0.7105
C: 2.9054 0.1479 -1.4805
O: 2.0534 1.1869 -1.9445
N: 4.0744 0.3499 -0.9405
N: 2.6394 -1.1271 -1.4965
H: 4.2484 1.3359 -0.6765
H: 4.7604 -0.3301 -0.6405
H: 1.7274 -1.4191 -1.8635
H: 3.0774 -1.7931 -0.7955
C: 4.0474 -1.8821 1.3895
O: 3.5394 -0.8001 2.1335
N: 5.2904 -2.0421 1.0365
N: 3.2714 -2.7201 0.8775
H: 6.0284 -1.3921 1.4845
H: 5.5544 -2.8431 0.5205
H: 2.2894 -2.7471 1.1195
H: 3.6274 -3.6381 0.5875
C: 0.5974 -0.7391 3.8395
O: 1.5614 0.3169 3.6715
H: -0.3856 -0.3951 4.0805
H: 0.8964 -1.3441 4.6865
H: 0.5464 -1.3731 2.9725
H: 2.1664 0.0259 2.9805
C: -3.2736 -1.3521 -3.4495
O: -2.6276 -0.5691 -2.4845
H: -4.1616 -1.8351 -3.0555
H: -2.6456 -2.1401 -3.8705
H: -3.6016 -0.7911 -4.2455
H: -3.3566 -0.2811 -1.8595
C: 0.0294 0.0949 0.4055
O: -1.3926 0.0989 0.2715
H: 0.5124 -0.8691 0.2145
H: 0.5124 0.4969 1.3215
H: 0.3984 0.8219 -0.3885
H: -1.6406 1.0579 0.2145

---

So what do the calculations give for energy relative to the best compared isomer or geometry (same formula, charge and spin)? Going down the list: 244.7, 21.6, 188.2, 194.8 kcal/mol.